Formula: C11H32B4O8S
Source: OMol25
Level of theory: ωB97M-V/def2-TZVPD

Summary:
LUMO (eV): 0.3625
SMILES: CCOB(O)B1OBOB(CSCC)O1.CCO.CCO.CCO
HOMO-LUMO gap (eV): 8.74
Calculated total energy (eV): -41854.928
2S+1: 1

Each line ends with the Löwdin charge.
Cartesian coordinates (Å):
1 C 2.42 -2.88 0.88  -0.05
2 C 2.19 -2.41 -0.55  -0.22
3 O 2.60 -1.06 -0.81  0.07
4 B 2.06 -0.09 -0.01  -0.50
5 O 2.83 0.42 1.00  0.17
6 B 0.48 0.52 -0.27  -0.40
7 O -0.04 0.59 -1.55  0.26
8 B -1.32 1.10 -1.62  -0.35
9 O -2.18 1.02 -0.56  0.27
10 B -1.63 0.76 0.66  -0.60
11 C -2.42 0.28 1.92  -0.35
12 S -4.21 0.10 1.77  0.88
13 C -4.43 -1.02 0.38  -0.55
14 C -4.09 -2.49 0.68  -0.14
15 O -0.26 0.97 0.80  0.29
16 H 3.25 -2.36 1.35  0.05
17 H 2.66 -3.94 0.85  0.08
18 H 1.52 -2.79 1.47  0.08
19 H 1.14 -2.55 -0.80  0.12
20 H 2.76 -3.04 -1.23  0.12
21 H 2.66 1.38 1.03  0.12
22 H -1.67 1.67 -2.60  0.12
23 H -1.95 -0.60 2.34  0.08
24 H -2.28 1.05 2.68  0.08
25 H -5.48 -0.97 0.15  0.06
26 H -3.91 -0.73 -0.52  0.03
27 H -3.49 -2.62 1.57  0.06
28 H -3.57 -2.91 -0.18  0.06
29 H -5.01 -3.07 0.77  0.06
30 C 1.48 4.72 -0.43  -0.08
31 C 2.31 4.27 -1.62  -0.30
32 O 2.46 2.85 -1.65  -0.07
33 H 1.93 4.38 0.50  0.08
34 H 1.38 5.80 -0.41  0.08
35 H 0.47 4.29 -0.48  0.07
36 H 3.31 4.68 -1.56  0.11
37 H 1.85 4.60 -2.56  0.11
38 H 1.58 2.47 -1.73  0.06
39 C -5.65 -0.91 -4.35  -0.09
40 C -5.25 -0.91 -2.89  -0.32
41 O -4.03 -0.20 -2.67  -0.10
42 H -4.86 -1.36 -4.96  0.08
43 H -6.57 -1.46 -4.50  0.08
44 H -5.80 0.11 -4.71  0.07
45 H -5.09 -1.93 -2.54  0.11
46 H -6.03 -0.46 -2.27  0.11
47 H -4.17 0.71 -2.96  0.09
48 C 5.96 -0.05 4.23  -0.09
49 C 5.96 -1.28 3.34  -0.31
50 O 4.75 -1.41 2.62  -0.10
51 H 5.13 -0.08 4.93  0.07
52 H 6.89 0.03 4.80  0.07
53 H 5.86 0.86 3.63  0.07
54 H 6.06 -2.18 3.95  0.11
55 H 6.81 -1.25 2.65  0.11
56 H 4.63 -0.62 2.06  0.06